Record 1
{"formula": "CH4O", "method": "ωB97M-V/def2-TZVPD", "e_lumo_ev": 1.06, "max_force_ev_per_a": 2.32, "smiles": "CO", "charge": 0, "gap_ev": 11.58, "relative_energy_kj_mol": 27.9, "homo_energy_ev": -10.52, "symbols": ["C", "H", "H", "H", "H", "O"], "positions_angstrom": [[-0.320, 0.073, 0.166], [-0.850, -0.593, -0.600], [-0.809, 1.017, 0.187], [-0.356, -0.321, 1.151], [1.203, -0.366, -0.822], [1.132, 0.190, -0.082]], "forces_ev_per_a": [[1.015, -0.992, -0.918], [0.861, 0.812, 1.143], [-0.168, 1.001, -0.270], [-0.630, -0.701, 0.805], [0.945, -0.947, -1.551], [-2.022, 0.827, 0.790]]}

Record 2
{"formula": "CH4O2", "method": "ωB97M-V/def2-TZVPD", "e_lumo_ev": 0.39, "max_force_ev_per_a": 6.35, "smiles": "C=O.O", "charge": 0, "gap_ev": 10.48, "relative_energy_kj_mol": 108.2, "homo_energy_ev": -10.09, "symbols": ["O", "C", "H", "H", "H", "H", "O"], "positions_angstrom": [[2.240, -2.233, -0.242], [1.782, -1.215, -0.879], [1.977, -0.138, -0.586], [1.123, -1.760, -1.573], [-1.991, 1.671, 0.355], [-2.967, 2.063, 1.601], [-2.163, 1.611, 1.324]], "forces_ev_per_a": [[-0.339, 4.546, -1.103], [1.058, -5.620, 2.758], [-0.213, -1.153, -0.607], [-0.504, 2.224, -1.040], [-0.795, 0.267, 1.295], [0.109, 0.048, -0.686], [0.683, -0.311, -0.617]]}

Record 3
{"formula": "CH4O2P2", "method": "ωB97M-V/def2-TZVPD", "e_lumo_ev": -0.91, "max_force_ev_per_a": 5.37, "charge": 0, "gap_ev": 8.81, "relative_energy_kj_mol": 275.1, "homo_energy_ev": -9.72, "symbols": ["C", "O", "O", "P", "P", "H", "H", "H", "H"], "positions_angstrom": [[-0.805, -0.633, -0.041], [3.439, -0.353, -0.687], [1.153, -0.892, -0.126], [2.171, 0.280, -0.345], [-1.038, 1.123, -0.371], [-1.056, -1.309, -0.780], [-0.946, -1.041, 1.030], [-0.627, 1.667, 0.954], [-2.292, 1.159, 0.366]], "forces_ev_per_a": [[3.726, -0.071, 3.868], [0.971, 0.023, -0.144], [-3.979, -0.208, 0.158], [-0.424, 0.246, -0.007], [-0.680, 1.551, 1.757], [-0.336, -1.266, -1.506], [0.354, 0.711, -1.972], [0.378, -0.654, -1.241], [-0.009, -0.332, -0.914]]}

Record 4
{"formula": "CH4O2PS", "method": "ωB97M-V/def2-TZVPD", "e_lumo_ev": [3.29, 3.29], "max_force_ev_per_a": 3.52, "charge": -1, "gap_ev": [6.69, 6.63], "relative_energy_kj_mol": 570.3, "homo_energy_ev": [-3.40, -3.34], "symbols": ["C", "O", "O", "P", "S", "H", "H", "H", "H"], "positions_angstrom": [[0.170, 0.041, -0.902], [-2.203, 0.719, -0.025], [-0.450, -0.551, 1.369], [-1.245, -0.429, 0.000], [1.620, -0.903, -1.039], [0.506, 1.672, 0.827], [0.164, 0.565, -1.922], [-0.033, 0.339, 1.543], [1.472, -1.454, 0.150]], "forces_ev_per_a": [[1.754, 1.660, -2.554], [-0.825, -0.060, 0.087], [-0.119, -1.115, 1.860], [-0.575, 0.573, -0.605], [0.080, -0.095, -0.109], [-0.114, -0.795, -0.627], [-0.728, -0.382, 1.560], [0.322, 0.644, -0.265], [0.205, -0.430, 0.653]]}

Record 5
{"formula": "CH4O2S", "method": "ωB97M-V/def2-TZVPD", "e_lumo_ev": 0.79, "max_force_ev_per_a": 2.00, "smiles": "O=CO.S", "charge": 0, "gap_ev": 10.66, "relative_energy_kj_mol": 21.0, "homo_energy_ev": -9.87, "symbols": ["S", "H", "H", "O", "C", "O", "H", "H"], "positions_angstrom": [[3.888, -1.020, -1.343], [4.379, 0.040, -2.025], [4.381, -1.910, -2.203], [-2.647, 0.806, 2.172], [-2.496, 0.825, 0.988], [-3.571, 0.699, 0.144], [-1.613, 1.080, 0.399], [-4.285, 0.435, 0.779]], "forces_ev_per_a": [[0.001, 0.392, 0.034], [-0.098, -0.338, 0.126], [0.095, -0.053, -0.159], [0.740, -0.315, 0.142], [-1.693, 0.824, -0.688], [0.278, -0.641, 1.177], [0.322, -0.229, 0.201], [0.355, 0.360, -0.832]]}

Record 6
{"formula": "CH4O2S", "method": "ωB97M-V/def2-TZVPD", "e_lumo_ev": -1.01, "max_force_ev_per_a": 4.50, "smiles": "OCOS", "charge": 0, "gap_ev": 9.17, "relative_energy_kj_mol": 253.1, "homo_energy_ev": -10.18, "symbols": ["C", "O", "O", "S", "H", "H", "H", "H"], "positions_angstrom": [[-0.669, 0.105, 0.030], [-0.837, -1.293, 0.229], [0.396, 0.657, 0.640], [2.089, 0.092, -0.123], [-1.656, 0.774, 0.254], [-0.621, 0.181, -1.137], [-0.316, -1.451, 1.109], [1.613, 0.935, -1.002]], "forces_ev_per_a": [[-2.720, 0.254, -3.576], [1.623, 0.537, 2.951], [2.772, -0.531, 0.515], [-3.009, 0.660, 1.515], [2.256, -1.563, 0.319], [0.096, 0.036, 1.688], [-1.618, 0.136, -2.223], [0.600, 0.472, -1.190]]}

Record 7
{"formula": "CH4O2S", "method": "ωB97M-V/def2-TZVPD", "e_lumo_ev": 0.45, "max_force_ev_per_a": 4.49, "charge": 0, "gap_ev": 10.18, "relative_energy_kj_mol": 176.6, "homo_energy_ev": -9.73, "symbols": ["C", "O", "O", "S", "H", "H", "H", "H"], "positions_angstrom": [[0.662, 0.007, -0.461], [-1.759, -0.167, 0.814], [-1.151, 1.677, -1.386], [-1.141, 0.284, -0.872], [0.779, -0.245, 0.718], [1.168, 0.818, -0.888], [1.043, -0.889, -0.877], [-2.666, -0.453, 0.619]], "forces_ev_per_a": [[-1.740, -1.381, 3.906], [1.061, 1.207, -2.142], [-0.231, -1.117, 1.464], [0.402, -0.601, 0.414], [-0.262, 1.384, -2.700], [0.739, 1.410, -0.033], [-0.139, -1.027, -0.933], [0.170, 0.126, 0.023]]}

Record 8
{"formula": "CH4O3", "method": "ωB97M-V/def2-TZVPD", "e_lumo_ev": 0.81, "max_force_ev_per_a": 1.61, "smiles": "O=CO.O", "charge": 0, "gap_ev": 11.87, "relative_energy_kj_mol": 80.3, "homo_energy_ev": -11.06, "symbols": ["O", "H", "H", "H", "O", "C", "O", "H"], "positions_angstrom": [[0.276, -1.330, -3.819], [-1.419, 0.758, 0.861], [-0.234, -2.153, -3.655], [1.055, -1.692, -4.224], [-0.487, 0.770, 0.546], [0.189, 0.892, 1.745], [0.100, 0.088, 2.619], [0.814, 1.794, 1.783]], "forces_ev_per_a": [[-0.973, -0.977, 0.350], [0.487, -0.544, -0.789], [0.200, 0.934, 0.007], [0.774, 0.043, -0.361], [-0.739, 0.828, 1.167], [0.166, -0.439, -0.460], [-0.064, 0.284, 0.183], [0.149, -0.131, -0.097]]}

Record 9
{"formula": "CH4O3S", "method": "ωB97M-V/def2-TZVPD", "e_lumo_ev": 0.51, "max_force_ev_per_a": 2.73, "smiles": "OC(O)(O)S", "charge": 0, "gap_ev": 9.95, "relative_energy_kj_mol": 88.6, "homo_energy_ev": -9.44, "symbols": ["C", "O", "O", "O", "S", "H", "H", "H", "H"], "positions_angstrom": [[0.183, 0.126, 0.013], [0.673, 1.252, -0.618], [0.484, -0.981, -0.788], [0.646, -0.008, 1.290], [-1.680, 0.303, -0.057], [0.537, 0.963, -1.595], [-0.171, -1.664, -0.838], [1.494, 0.427, 1.507], [-2.166, -0.419, 1.087]], "forces_ev_per_a": [[-0.938, -0.557, 0.156], [-0.173, -1.319, -2.387], [1.757, 0.534, -0.367], [0.037, 0.085, 0.664], [-1.042, -0.597, 1.783], [0.672, 1.175, 2.108], [-0.819, -0.109, 0.396], [-0.570, -0.090, -0.847], [1.076, 0.877, -1.507]]}

Record 10
{"formula": "CH4O3S", "method": "ωB97M-V/def2-TZVPD", "e_lumo_ev": [-0.77, -0.33], "max_force_ev_per_a": 3.00, "charge": 0, "gap_ev": [7.24, 9.06], "relative_energy_kj_mol": 635.8, "homo_energy_ev": [-8.01, -9.39], "symbols": ["C", "O", "O", "O", "S", "H", "H", "H", "H"], "positions_angstrom": [[-1.227, 0.356, -1.547], [1.641, -1.508, 1.432], [-0.988, 1.724, 0.523], [0.182, 1.724, 0.003], [0.339, 0.909, -1.429], [2.556, -1.677, 1.849], [-1.869, 0.568, -0.640], [-1.541, -0.452, -2.200], [0.906, -1.644, 2.009]], "forces_ev_per_a": [[0.255, -0.270, 0.895], [2.939, 0.003, -0.604], [-1.579, 0.159, 1.193], [1.971, 0.462, -0.603], [-1.994, -0.811, -0.029], [-2.810, 0.295, -0.501], [0.940, 0.070, -1.095], [0.420, 0.362, -0.321], [-0.142, -0.268, 1.065]]}

Record 11
{"formula": "CH4O3S", "method": "ωB97M-V/def2-TZVPD", "e_lumo_ev": 0.37, "max_force_ev_per_a": 4.26, "charge": 0, "gap_ev": 10.12, "relative_energy_kj_mol": 276.1, "homo_energy_ev": -9.75, "symbols": ["C", "O", "O", "O", "S", "H", "H", "H", "H"], "positions_angstrom": [[-0.246, -0.845, 0.796], [0.887, -0.586, 1.286], [-1.232, -0.085, 0.678], [0.466, -0.509, -1.173], [-0.196, 0.701, -1.703], [-0.310, -1.840, 0.540], [0.790, 0.374, 1.439], [-0.879, 0.913, -0.474], [0.722, 1.876, -1.390]], "forces_ev_per_a": [[-3.800, 0.366, -1.888], [1.963, 2.208, 2.090], [1.243, -0.429, 1.465], [1.230, -1.632, -1.092], [0.804, 2.780, 0.722], [-0.492, -2.404, -0.493], [0.892, 0.066, 0.451], [-0.518, 0.638, -0.728], [-1.323, -1.593, -0.527]]}

Record 12
{"formula": "CH4OP2", "method": "ωB97M-V/def2-TZVPD", "e_lumo_ev": -0.84, "max_force_ev_per_a": 3.30, "charge": 0, "gap_ev": 8.39, "relative_energy_kj_mol": 146.2, "homo_energy_ev": -9.23, "symbols": ["C", "O", "P", "P", "H", "H", "H", "H"], "positions_angstrom": [[0.354, -0.628, -0.177], [-1.856, -1.860, -1.365], [-0.947, -1.709, -0.229], [0.773, 0.939, -1.064], [-0.384, -2.803, 0.334], [0.944, -0.381, 0.675], [-0.208, 0.764, -2.071], [-0.205, 1.823, -0.466]], "forces_ev_per_a": [[-0.876, 1.164, -0.296], [-0.766, -0.245, -0.212], [2.333, 2.186, -0.803], [-1.796, -0.180, -0.706], [-0.067, -1.296, 0.845], [0.140, -1.385, 1.388], [0.395, 0.046, -0.465], [0.636, -0.291, 0.249]]}